Molecular formula: C56H158N26O8P8
Method: DFT, the ωB97M-V functional and the def2-TZVPD basis

CARTESIAN COORDINATES (ANGSTROEM)
P  0.567  4.316  -3.105
P  -4.007  1.660  -3.048
P  2.181  2.618  6.426
P  -2.954  -3.355  2.165
P  0.823  -4.008  -3.533
P  2.709  -0.008  -5.113
P  0.420  -0.718  -0.240
P  -5.191  1.007  3.778
O  1.241  3.653  6.955
O  2.134  -3.628  -2.876
O  -0.339  -1.443  -1.261
O  -0.561  4.006  -2.226
O  -2.080  -2.870  3.263
O  2.888  1.298  -5.763
O  -4.164  1.870  -4.551
O  -6.448  1.450  3.150
N  -4.849  1.772  5.284
N  5.026  3.498  1.636
N  0.818  -4.033  -5.262
N  1.579  1.624  5.113
N  -0.537  -3.103  -3.059
N  -5.089  -0.704  4.088
N  -4.305  -2.314  1.813
N  1.473  -1.029  -5.829
N  1.738  -1.572  0.309
N  0.212  5.694  -4.081
N  2.026  4.631  -2.262
N  0.289  -5.623  -3.270
N  0.947  3.010  -4.211
N  2.418  -0.033  -3.403
N  -2.137  -3.336  0.686
N  -0.502  -0.385  1.177
N  7.265  -1.550  3.603
N  3.698  3.347  5.886
N  4.084  -0.979  -5.156
N  -3.414  -5.027  2.256
N  -5.287  0.745  -2.181
N  -2.571  0.921  -2.566
N  -3.825  1.318  2.788
N  1.004  0.853  -0.671
N  -4.070  3.129  -2.132
N  2.829  1.610  7.616
C  2.101  -4.316  -5.959
C  4.987  2.409  1.198
C  1.977  4.333  -0.796
C  3.794  -1.237  4.758
C  1.818  -1.878  -7.050
C  -1.599  0.496  -3.607
C  -3.917  -0.858  1.448
C  -6.327  -1.337  4.399
C  3.004  2.149  8.965
C  -5.536  -0.611  -2.644
C  -2.722  -3.678  -0.683
C  0.478  1.697  -4.057
C  3.197  -0.975  3.326
C  -0.996  -1.932  -3.802
C  -2.913  3.517  -1.275
C  -4.778  3.242  5.283
C  3.409  4.506  -2.782
C  -5.523  -2.367  2.597
C  -0.314  -4.348  -6.086
C  5.665  -0.069  1.316
C  0.415  7.068  -3.540
C  -1.132  -6.059  -3.619
C  3.091  0.859  -2.470
C  -0.682  -3.324  0.704
C  -2.324  0.459  -1.180
C  5.289  -0.463  -5.838
C  1.395  2.254  3.759
C  3.916  4.766  6.101
C  -3.786  -1.306  4.473
C  -4.304  -5.737  1.306
C  2.852  -1.752  -0.640
C  -0.842  5.563  -5.051
C  1.601  -1.092  -2.787
C  -4.058  1.797  1.361
C  -1.164  -3.208  -1.702
C  4.268  -2.205  -4.386
C  -1.856  0.186  1.037
C  4.739  2.640  5.109
C  7.099  0.291  1.786
C  -5.448  1.205  6.518
C  0.242  1.740  -1.531
C  5.177  -0.463  4.904
C  -5.037  4.137  -2.363
C  1.991  1.585  0.188
C  1.272  -6.667  -3.334
C  0.140  -0.092  2.496
C  5.008  1.049  0.580
C  6.335  -1.060  4.128
C  -2.651  -5.858  3.211
C  -2.519  1.610  3.441
C  0.161  -0.396  -5.886
C  3.767  0.531  7.406
C  0.804  0.386  5.397
C  1.411  -2.774  1.116
C  1.696  3.280  -5.482
C  -5.910  1.242  -0.967
H  -1.356  -6.732  -2.792
H  -6.422  -1.891  2.204
H  4.572  -2.085  -3.347
H  -1.407  0.892  -0.780
H  -3.129  1.927  0.806
H  5.106  0.587  4.623
H  -5.654  -0.637  -3.727
H  4.077  -2.279  4.906
H  3.432  1.531  9.755
H  -5.077  0.184  6.601
H  3.653  3.018  8.850
H  4.148  0.967  -2.712
H  7.519  -0.477  2.435
H  -5.105  1.850  7.327
H  -5.273  1.193  -0.084
H  0.767  1.672  3.084
H  0.912  -0.256  4.523
H  -0.319  -4.251  0.260
H  -5.908  3.751  -2.893
H  3.431  4.700  -3.854
H  7.673  0.336  0.860
H  -2.920  -0.937  3.924
H  -4.681  1.208  0.688
H  1.212  -0.262  2.393
H  3.799  -0.167  8.242
H  -1.796  1.246  0.791
H  -2.313  -3.001  -1.432
H  0.935  3.235  3.880
H  1.266  -0.146  6.229
H  -1.792  -6.335  2.738
H  2.866  4.694  -0.280
H  -2.065  -1.742  -3.700
H  -2.436  2.685  3.285
H  0.192  7.872  -4.241
H  2.337  2.535  3.289
H  -1.235  -6.572  -4.575
H  2.504  2.558  -5.594
H  1.063  -1.607  -3.583
H  5.747  2.657  5.522
H  -0.421  -3.539  -0.976
H  -0.598  1.525  -4.059
H  3.780  -1.925  -0.093
H  -4.542  2.773  1.395
H  -6.280  2.257  -1.112
H  1.896  -1.249  -7.936
H  0.120  0.346  -6.684
H  -0.245  0.533  5.654
H  -0.369  -3.175  1.738
H  -2.278  0.223  2.042
H  5.473  1.265  -0.381
H  2.624  -2.561  -1.334
H  2.244  -1.885  -2.405
H  -0.189  -0.682  3.351
H  4.964  0.134  -6.690
H  -3.314  -6.666  3.520
H  1.502  2.237  0.913
H  1.891  -3.864  -6.928
H  -0.924  4.567  -5.487
H  -1.654  1.208  2.913
H  2.061  4.306  -5.440
H  1.122  -3.528  0.384
H  -3.197  0.783  -0.614
H  -1.847  5.790  -4.696
H  2.536  1.798  -2.465
H  2.920  0.047  3.069
H  -1.842  -5.233  -3.581
H  -3.941  -2.373  4.313
H  3.788  3.496  -2.626
H  4.487  1.581  5.058
H  1.070  4.637  -0.273
H  -1.200  -4.207  -5.467
H  -7.022  -1.007  3.628
H  7.205  1.298  2.190
H  3.014  0.541  -1.430
H  5.916  -1.287  -6.179
H  -2.017  -3.885  -1.659
H  -2.218  -5.304  4.044
H  -6.815  0.677  -0.743
H  1.956  3.248  -0.693
H  -6.113  -2.406  4.394
H  4.106  5.010  7.147
H  5.767  0.275  -5.193
H  0.983  1.361  -3.151
H  3.320  -2.741  -4.415
H  4.093  -1.151  2.731
H  2.423  -5.348  -6.095
H  4.841  -2.885  -5.016
H  -6.529  1.285  6.636
H  -0.035  0.960  2.717
H  2.502  0.744  0.658
H  -3.740  -0.227  2.319
H  3.512  0.088  6.444
H  -3.781  -3.425  -0.638
H  -4.678  -6.637  1.795
H  5.068  -0.296  2.200
H  2.703  2.123  -0.438
H  -1.748  1.218  -4.410
H  0.853  2.470  -2.063
H  2.260  -6.329  -3.018
H  0.908  -7.578  -2.860
H  -2.339  -0.629  -1.118
H  2.729  -2.436  -6.834
H  -0.085  0.163  -4.983
H  -5.447  4.484  -1.415
H  1.489  7.200  -3.414
H  0.068  7.151  -2.510
H  3.997  5.281  -2.289
H  -4.721  4.955  -3.011
H  3.960  0.790  0.430
H  2.975  -3.816  -5.541
H  -3.041  2.980  -0.335
H  -2.997  -0.831  0.863
H  -3.761  -5.996  0.398
H  -5.154  -5.127  1.003
H  -4.734  -0.411  0.882
H  -0.099  -5.380  -6.365
H  2.852  -0.894  -1.311
H  -6.718  -0.940  5.336
H  -1.940  3.235  -1.678
H  -1.849  -0.531  -3.872
H  -0.617  6.170  -5.928
H  1.526  -6.815  -4.384
H  2.188  -3.023  1.838
H  -4.527  3.640  6.266
H  1.031  -2.621  -7.177
H  4.847  3.096  4.125
H  -3.704  -1.337  5.560
H  -0.465  2.315  -0.934
H  -5.688  -3.400  2.901
H  3.022  5.338  5.853
H  -0.228  -2.494  0.163
H  -5.807  3.546  5.089
H  0.550  -2.665  1.776
H  -0.418  -3.767  -7.002
H  -0.513  -1.039  -3.405
H  -2.571  -4.702  -1.026
H  0.832  1.092  -4.892
H  -2.462  -0.370  0.321
H  4.773  0.949  7.359
H  -0.681  -1.058  -6.082
H  2.060  2.535  9.348
H  -0.573  0.535  -3.242
H  -2.889  4.605  -1.204
H  3.113  -0.979  5.570
H  -0.437  1.296  -2.259
H  -0.632  -2.047  -4.823
H  -1.500  -2.196  -1.474
H  -5.364  -1.827  3.530
H  4.752  5.180  5.537
H  2.271  -1.498  3.085
H  -6.464  -1.061  -2.290
H  -4.131  3.580  4.474
H  1.089  3.196  -6.384
H  0.956  -0.731  -1.986
H  5.634  -1.005  0.758
H  -2.405  1.441  4.511
H  5.429  -0.482  5.964
H  -4.672  -1.224  -2.389

Summary:
DFT total energy, hartree: -6983.19034
Max |F|, eV Å⁻¹: 15.58
Charge: 0
Orbital gap, eV: 6.7349